Entry 1:
10
Properties=species:S:1:pos:R:3:forces:R:3:mulliken_charge:R:1 method="wB97M-V/def2-TZVPD" relative_energy_ev=4.925 gap_ev="7.905 / 7.904" e_tot_ev=-19006.9988
O 2.237 0.757 -1.853 0.2 0.6 1.5 -0.445
H -0.941 -2.036 -0.329 1.3 1.3 -0.7 0.237
H -1.263 1.604 2.054 -1.2 -1.6 -1.9 0.392
C -0.005 -0.273 0.029 4.1 0.6 -0.8 0.373
N -0.322 0.594 0.798 -1.5 2.4 2.3 -0.188
N -0.217 -1.349 -0.688 -5.9 -0.7 3.5 -0.393
H 0.401 -1.682 -1.285 3.6 -1.6 -3.2 0.209
S 2.304 0.342 -0.198 -2.1 -1.7 -0.4 -0.131
O -1.626 0.965 1.333 1.8 0.6 1.1 -0.399
H 2.123 1.688 -1.614 -0.1 0.2 -1.4 0.344

=====

Entry 2:
16
Properties=species:S:1:pos:R:3:forces:R:3:mulliken_charge:R:1 method="wB97M-V/def2-TZVPD" relative_energy_ev=4.788 gap_ev=9.310 e_tot_ev=-7389.9769
C -0.308 -0.779 0.652 1.9 0.2 -1.2 -0.240
H 1.431 -2.250 -0.829 -0.6 0.6 0.5 0.351
O -1.178 1.084 1.119 0.1 -0.2 -0.1 -0.437
H 1.498 -0.468 -0.971 0.4 0.3 -0.3 0.330
C -0.765 0.951 -1.276 0.0 0.0 -0.1 -1.341
C 1.388 -1.281 -0.280 0.0 0.9 -0.1 -1.146
H 0.137 -1.754 0.434 -2.2 -1.2 1.4 0.359
H -0.165 0.188 2.728 0.0 -0.2 -0.2 0.256
H 0.263 1.303 -1.141 -0.2 -0.1 0.0 0.287
H -1.397 1.826 -1.459 0.0 -0.1 0.0 0.347
H 2.159 -1.309 0.498 -0.3 0.3 -0.1 0.307
H -2.304 -0.090 -0.193 0.3 -0.2 0.1 0.305
C -1.259 0.225 -0.039 0.1 -0.3 -0.4 0.446
C -0.064 0.348 1.647 0.5 -0.3 0.2 -0.366
H -0.809 0.299 -2.154 0.0 0.1 0.1 0.326
H 0.880 0.878 1.448 0.0 0.0 0.2 0.217

=====

Entry 3:
44
Properties=species:S:1:pos:R:3:forces:R:3:mulliken_charge:R:1 method="wB97M-V/def2-TZVPD" relative_energy_ev=1.141 gap_ev="4.605 / 4.605" e_tot_ev=-420293.1749 charge=-2
C 5.119 -0.910 2.634 0.0 0.0 -0.1 -0.578
C 4.519 -1.017 3.884 0.1 0.0 0.1 -0.640
H 5.177 3.075 5.140 0.0 0.0 0.0 0.363
S -0.169 -0.019 -2.099 -0.3 0.0 0.1 -0.411
N 0.562 2.906 2.773 0.1 -0.3 0.0 0.368
C -0.814 2.870 3.217 -0.1 0.0 0.1 -1.015
H 4.784 -0.627 0.532 0.0 0.0 0.0 0.442
C 1.782 3.119 4.976 0.0 0.0 -0.1 -0.707
C 2.347 -0.581 2.884 0.3 0.1 -0.1 0.518
S -3.624 1.644 -2.795 0.2 -0.1 0.3 -0.683
H 2.663 -0.916 4.955 0.0 0.1 0.0 0.464
H 0.907 3.178 5.607 0.0 0.0 0.0 0.460
H 3.195 3.278 6.572 0.0 0.0 0.0 0.363
Se 0.675 -4.477 -0.286 0.3 0.4 0.2 -0.347
Sb -2.548 -0.134 -1.872 -0.9 -0.3 -1.2 0.886
C 2.945 -0.537 1.614 -0.3 -0.1 0.1 1.136
Se -0.049 2.753 -0.019 -0.1 0.0 0.0 -0.218
C 0.969 2.758 1.488 0.0 0.6 -0.2 -0.621
H 4.951 2.784 2.685 0.0 0.0 0.0 0.428
Se -0.326 -3.727 3.498 -0.5 0.9 -0.3 -0.493
O 0.611 0.002 4.359 0.0 0.0 -0.2 -0.707
H -0.939 2.042 3.914 0.0 -0.1 0.0 0.317
Pd -0.142 -0.258 0.217 2.3 0.9 0.4 0.876
S -2.417 0.061 0.532 -0.4 -0.6 0.7 -0.544
H -1.077 3.815 3.700 0.0 0.0 0.0 0.347
Se -0.543 -2.654 -0.416 -0.7 -0.6 0.0 0.005
H 5.121 -1.227 4.760 0.0 0.0 0.0 0.371
C 4.080 2.883 3.318 0.0 0.0 0.0 -0.817
H -1.452 2.717 2.350 0.1 0.0 0.0 0.267
C 3.064 3.160 5.503 0.0 0.0 0.1 -0.649
C 2.800 2.848 2.791 0.0 0.0 0.1 0.260
C 0.901 -0.306 3.204 -0.1 -0.1 0.3 -0.258
O -0.001 -0.423 2.290 -0.6 0.1 -0.3 0.264
S -3.241 -2.240 -2.437 0.2 0.3 0.2 -0.604
C 4.192 3.044 4.691 0.1 0.0 0.0 -0.557
C 1.669 2.964 3.605 0.1 0.0 0.0 0.741
Se -3.801 -3.940 1.580 0.6 1.0 0.2 -0.535
C 4.339 -0.687 1.519 0.0 0.0 0.1 -0.927
H 2.850 2.482 0.680 -0.1 -0.1 -0.1 0.426
N 2.327 2.742 1.498 0.0 0.0 0.3 0.255
Sb -1.820 -2.526 1.957 -0.3 -1.8 -0.3 0.590
H 6.193 -1.011 2.526 0.0 0.0 0.0 0.369
C 3.154 -0.850 3.994 0.0 0.0 0.0 -0.661
S 2.175 -0.251 0.066 0.0 -0.1 -0.5 -0.546

=====

Entry 4:
17
Properties=species:S:1:pos:R:3:forces:R:3:mulliken_charge:R:1 method="wB97M-V/def2-TZVPD" smiles="CC(=O)C(C)(C)O" relative_energy_ev=0.884 gap_ev=10.381 e_tot_ev=-9442.1594
C -0.913 0.625 -0.405 -0.3 0.0 0.1 0.343
H 0.233 1.742 -1.841 -0.1 0.0 0.1 0.338
H 1.196 0.976 1.324 -0.1 -0.1 0.0 0.360
H -1.252 -1.860 0.791 0.1 0.0 -0.1 0.328
H -0.103 0.059 2.128 0.1 0.0 -0.1 0.348
H 1.872 -0.944 -0.725 -0.1 0.1 -0.1 0.345
C 0.151 -0.406 0.009 -0.2 -0.1 0.2 1.593
C -0.423 1.928 -0.987 0.0 0.0 0.0 -1.205
H 1.432 -0.734 1.729 -0.1 0.1 -0.1 0.402
C 0.698 0.004 1.383 0.0 0.0 0.1 -1.499
O 1.180 -0.317 -0.972 0.2 -0.2 0.0 -0.577
O -2.090 0.400 -0.221 0.5 0.1 0.0 -0.567
H 0.321 -2.538 0.309 -0.1 0.1 0.0 0.456
H 0.168 2.471 -0.239 -0.1 -0.1 -0.1 0.286
C -0.452 -1.805 0.049 0.0 -0.1 0.0 -1.654
H -0.876 -2.067 -0.925 0.1 0.0 0.1 0.358
H -1.282 2.536 -1.278 0.1 -0.1 0.0 0.343